Density functional theory data (ωB97M-V with the def2-TZVPD basis set) for C3H4N2O2 in the gas phase at a distorted geometry.

Last column: Mulliken charge in e.
CARTESIAN COORDINATES (ANGSTROEM)
C (-0.628, 0.050, 0.069)  0.54
C (1.821, -0.119, -0.282)  0.61
H (-2.621, 0.117, -0.638)  0.27
H (-0.148, 2.059, 0.966)  0.38
O (2.905, -0.611, -0.448)  -0.50
N (-1.931, -0.460, -0.152)  -0.50
H (-1.918, -1.361, -0.630)  0.28
H (0.527, -1.179, 0.996)  0.28
N (0.508, -0.870, 0.014)  -0.45
O (1.479, 1.171, -0.235)  -0.32
C (0.006, 1.204, 0.339)  -0.60

Output
2S+1 = 1
LUMO energy = 0.564 eV
SMILES string = Nc1coc(=O)[nH]1
DFT total energy = -376.63292 hartree